Density functional theory data (ωB97M-V/def2-TZVPD) for a structure of composition C26H27HfN12O2S3.

ORCA input file:
```
! RIJCOSX wB97M-V def2-TZVPD def2/J DEFGRID3
* xyz 1 1
Hf 0.386 0.002 0.135
O 1.792 3.544 1.206
C 1.332 2.768 0.412
N 0.092 2.130 0.448
C -1.035 2.798 0.888
O -1.130 3.964 1.172
C -2.217 1.870 0.908
C -3.499 2.373 0.869
C -4.555 1.476 0.840
C -4.279 0.119 0.889
C -2.962 -0.297 0.953
N -1.936 0.560 0.949
C 2.111 2.313 -0.808
C 3.276 2.945 -1.177
C 3.864 2.537 -2.366
C 3.272 1.522 -3.110
C 2.128 0.906 -2.630
N 1.559 1.301 -1.491
H -3.636 3.445 0.852
H -5.576 1.829 0.778
H -5.069 -0.621 0.866
H -2.704 -1.346 1.012
H 3.671 3.736 -0.555
H 4.771 3.012 -2.718
H 3.693 1.200 -4.053
H 1.641 0.087 -3.147
S 0.646 -2.503 -0.380
C -1.069 -2.752 -0.703
C -1.750 -3.806 -0.096
C -3.123 -3.922 -0.200
C -3.791 -4.851 0.688
N -4.297 -5.515 1.479
C -3.835 -3.037 -1.021
C -3.162 -2.011 -1.658
C -1.794 -1.806 -1.449
S -1.060 -0.292 -1.966
C -5.277 -3.107 -1.116
N -6.425 -3.113 -1.168
H -1.205 -4.490 0.540
H -3.721 -1.298 -2.251
C 4.305 -2.620 -0.893
N 4.126 -2.334 0.529
C 4.877 -3.130 1.496
C 3.241 -1.396 0.893
N 2.707 -0.522 0.084
N 2.894 -1.385 2.234
C 2.198 -0.368 2.859
N 2.362 -0.309 4.193
N 1.458 0.441 2.180
H 4.668 -3.639 -0.998
H 5.023 -1.943 -1.360
H 3.345 -2.562 -1.406
H 5.750 -3.542 0.998
H 4.284 -3.961 1.888
H 5.244 -2.510 2.314
H 3.149 -0.536 -0.826
H 3.164 -2.172 2.798
H 2.974 -0.934 4.686
H 1.730 0.248 4.741
H 1.086 1.190 2.756
C -4.129 -2.934 4.497
N -2.864 -2.937 3.777
C -2.072 -1.884 3.574
N -2.448 -0.723 4.139
S -0.671 -2.051 2.603
H -4.640 -3.867 4.279
H -4.774 -2.123 4.155
H -3.981 -2.854 5.575
H -2.561 -3.793 3.339
H -3.335 -0.614 4.598
H -1.954 0.109 3.863
*
```

Properties
E_HOMO: -10.394 eV
M: 814.275 g/mol
ΔE to the lowest compared entry with this formula, charge and spin: 27.5 kcal per mole

Density functional theory data (ωB97M-V/def2-TZVPD) for a structure of composition C26H27IrN4OPS2Te.

ORCA input file:
```
! RIJCOSX wB97M-V def2-TZVPD def2/J DEFGRID3
* xyz 2 6
Ir 0.047 0.125 0.306
S 0.187 2.026 1.750
C -0.365 0.721 2.755
S -1.939 0.251 2.433
C 0.489 0.141 3.730
C -0.080 -0.462 4.895
N -0.439 -1.005 5.843
C 1.879 0.054 3.545
N 2.654 -0.302 4.609
N 1.481 -0.327 -1.596
C 1.509 0.674 -2.643
C 2.544 0.693 -3.567
C 2.509 1.599 -4.614
C 1.429 2.463 -4.762
C 0.403 2.444 -3.835
C 0.455 1.576 -2.741
P -0.820 1.548 -1.476
C -1.123 3.227 -0.889
C -0.277 4.288 -1.197
C -0.478 5.531 -0.606
C -1.520 5.723 0.287
C -2.362 4.665 0.608
C -2.155 3.421 0.037
C -2.291 0.909 -2.312
C -3.557 1.474 -2.175
C -4.649 0.891 -2.805
C -4.486 -0.247 -3.581
C -3.221 -0.803 -3.737
C -2.131 -0.233 -3.102
H 0.948 -1.142 -1.896
H 2.428 -0.657 -1.427
H 3.361 -0.013 -3.487
H 3.315 1.614 -5.334
H 1.391 3.146 -5.598
H -0.439 3.115 -3.949
H 0.545 4.164 -1.886
H 0.182 6.350 -0.854
H -1.673 6.692 0.741
H -3.174 4.805 1.308
H -2.790 2.595 0.335
H -3.702 2.381 -1.606
H -5.626 1.341 -2.703
H -5.335 -0.686 -4.084
H -3.082 -1.668 -4.372
H -1.147 -0.660 -3.261
C -1.790 -3.692 -1.405
C -1.709 -2.399 -0.658
N -2.828 -1.888 -0.176
O -0.597 -1.832 -0.513
H -2.341 -4.439 -0.835
H -0.790 -4.057 -1.615
H -2.326 -3.523 -2.340
H -3.708 -2.358 -0.316
H -2.825 -0.996 0.298
C 3.919 -0.664 4.683
Te 2.665 -0.164 1.602
C 2.570 -2.297 1.648
H 4.315 -0.882 5.660
H 2.153 -0.303 5.500
H 4.526 -0.695 3.791
H 2.352 -2.584 2.674
H 3.530 -2.695 1.334
H 1.768 -2.623 0.992
*
```

Properties
<S²>: 8.8328
E_HOMO (alpha / beta): -12.123 / -14.192 eV
M: 826.454 g/mol

Density functional theory data (ωB97M-V/def2-TZVPD) for a structure of composition C26H27N8PdS2 in a non-equilibrium geometry.

ORCA input file:
```
! RIJCOSX wB97M-V def2-TZVPD def2/J DEFGRID3
* xyz 1 1
Pd -0.768 0.327 -0.449
C -0.879 -2.525 2.857
C -0.556 -1.948 1.649
N -1.105 -0.791 1.219
C -2.018 -0.155 2.007
C -2.391 -0.690 3.272
C -1.794 -1.899 3.694
C -3.340 -0.006 4.050
C -3.902 1.170 3.578
C -3.546 1.703 2.360
C -2.596 1.068 1.521
N -2.155 1.464 0.290
C -2.459 2.538 -0.486
C -3.387 3.576 -0.242
C -3.570 4.610 -1.141
C -2.850 4.689 -2.318
C -1.905 3.694 -2.626
C -1.131 3.714 -3.805
C -0.213 2.709 -4.026
C -0.079 1.690 -3.093
N -0.821 1.633 -1.986
C -1.714 2.616 -1.720
H -0.424 -3.460 3.143
H 0.167 -2.423 0.999
H -2.070 -2.333 4.640
H -3.633 -0.413 5.005
H -4.641 1.677 4.177
H -4.027 2.616 2.067
H -3.991 3.592 0.645
H -4.295 5.373 -0.912
H -3.002 5.509 -3.002
H -1.260 4.515 -4.517
H 0.396 2.702 -4.915
H 0.647 0.901 -3.245
S 0.997 2.272 0.782
C 1.244 1.254 2.059
N 0.700 1.426 3.266
C 0.928 0.428 4.285
C 2.182 -0.337 3.875
S 2.336 -0.118 2.064
H -0.002 2.136 3.397
H 0.059 -0.243 4.344
H 1.064 0.908 5.256
H 2.103 -1.400 4.082
H 3.085 0.062 4.334
C 4.735 -2.562 -2.931
C 3.668 -3.650 -2.898
C 2.705 -3.533 -4.076
C 2.911 -3.634 -1.557
N 2.154 -2.430 -1.373
C 0.825 -2.234 -1.464
N 0.602 -0.957 -1.213
N 1.788 -0.400 -0.984
N 2.709 -1.261 -1.078
H 5.325 -2.651 -3.839
H 5.401 -2.655 -2.078
H 4.295 -1.569 -2.907
H 4.162 -4.624 -2.951
H 2.229 -2.555 -4.109
H 1.932 -4.297 -4.028
H 3.247 -3.665 -5.007
H 3.625 -3.703 -0.732
H 2.215 -4.475 -1.506
H 0.091 -2.977 -1.704
*
```

Properties
E_HOMO: -9.376 eV
M: 622.112 g/mol
ΔE to the lowest compared entry with this formula, charge and spin: 9.7 kcal per mole